Entry 1:
{
  "formula": "C15H32NO4PSi",
  "method": "ωB97M-V/def2-TZVPD",
  "max_force_ev_per_a": 1.2,
  "gap_ev": 8.99,
  "energy_ev": -42921.8821,
  "lumo_ev": 0.6,
  "total_charge": 0,
  "smiles": "COCCCCCCCC[Si@](N)(CC(=O)OC(C)=O)P(C)C",
  "elements": ["C", "O", "C", "C", "C", "C", "C", "C", "C", "C", "Si", "N", "C", "C", "O", "O", "C", "C", "O", "P", "C", "C", "H", "H", "H", "H", "H", "H", "H", "H", "H", "H", "H", "H", "H", "H", "H", "H", "H", "H", "H", "H", "H", "H", "H", "H", "H", "H", "H", "H", "H", "H", "H", "H"],
  "xyz": [[0.80571, -1.15941, 3.98634], [0.89781, -2.46054, 3.45632], [0.11565, -2.67727, 2.28566], [0.97091, -3.30356, 1.18166], [0.61179, -2.83106, -0.23094], [-0.84725, -3.08263, -0.60296], [-1.19272, -2.75089, -2.05856], [-0.89034, -1.33841, -2.57442], [-1.82600, -0.22802, -2.08372], [-1.58272, 0.26238, -0.63371], [-0.75842, 1.94877, -0.46063], [-0.57915, 2.74714, -1.99617], [0.93691, 1.72943, 0.36721], [2.00941, 1.38089, -0.59829], [2.09476, 0.34934, -1.22350], [2.92435, 2.40525, -0.79640], [4.25255, 1.97027, -0.77237], [4.93822, 2.02298, -2.09761], [4.75309, 1.63260, 0.26802], [-1.92433, 3.23235, 0.97528], [-3.63952, 3.01949, 0.27044], [-1.96568, 2.09753, 2.46245], [1.37796, -0.44346, 3.38266], [1.23594, -1.16950, 4.98799], [-0.23626, -0.82753, 4.06221], [-0.32677, -1.73462, 1.94253], [-0.70456, -3.34860, 2.56133], [2.00394, -3.01748, 1.39929], [0.92918, -4.39492, 1.23797], [0.87464, -1.77354, -0.31754], [1.25299, -3.35443, -0.94938], [-1.07172, -4.14098, -0.42991], [-1.50417, -2.52963, 0.07620], [-2.25459, -2.95900, -2.22882], [-0.64054, -3.45724, -2.68926], [0.15120, -1.05456, -2.39466], [-0.99728, -1.37814, -3.66402], [-1.70836, 0.61073, -2.77571], [-2.86297, -0.55957, -2.20194], [-2.52961, 0.26830, -0.08571], [-0.94268, -0.44475, -0.10766], [-0.16011, 3.66626, -1.89128], [-1.46081, 2.89167, -2.47600], [0.82817, 0.91343, 1.08501], [1.18868, 2.64223, 0.90636], [4.27261, 1.63844, -2.87010], [5.21036, 3.05019, -2.34376], [5.83058, 1.40237, -2.03747], [-3.68028, 2.25628, -0.51127], [-3.97087, 3.96672, -0.14877], [-4.30984, 2.70986, 1.07050], [-1.23712, 1.28802, 2.37348], [-2.94948, 1.64259, 2.56410], [-1.71330, 2.67424, 3.34945]],
  "forces_ev_per_a": [[0.0, 0.0, 0.0], [0.0, 0.0, 0.0], [0.1, -0.2, 0.1], [0.2, 0.2, 0.0], [0.0, -0.2, 0.1], [0.0, 0.2, 0.0], [0.1, -0.1, 0.0], [-0.1, 0.0, -0.1], [0.1, 0.0, -0.1], [-0.1, 0.0, -0.4], [-0.4, -0.3, 0.3], [-0.1, 0.2, 0.3], [0.0, 0.4, -0.1], [-0.1, -0.6, -0.6], [0.1, 0.7, 0.7], [-0.1, -0.2, 0.2], [0.7, -0.2, 0.7], [0.0, -0.3, 0.0], [-0.6, 0.2, -1.0], [0.1, 0.2, 0.2], [0.3, -0.2, -0.1], [0.2, -0.1, -0.3], [-0.1, 0.0, -0.1], [0.0, -0.1, 0.0], [0.0, 0.0, 0.0], [0.1, 0.1, 0.0], [-0.1, 0.1, -0.1], [0.0, -0.1, -0.1], [0.0, 0.0, 0.0], [-0.1, 0.0, -0.1], [0.0, 0.0, 0.0], [0.0, 0.0, 0.0], [0.0, 0.0, 0.0], [0.0, 0.0, 0.0], [0.0, 0.0, 0.0], [0.0, 0.0, 0.1], [0.0, 0.0, 0.0], [0.0, 0.0, 0.0], [0.0, -0.1, 0.1], [0.1, 0.1, 0.1], [0.0, -0.1, 0.1], [0.1, 0.0, -0.1], [0.1, -0.1, -0.2], [0.0, -0.1, -0.1], [0.1, -0.1, 0.0], [0.0, 0.1, 0.0], [0.0, 0.0, 0.0], [0.0, 0.2, 0.0], [-0.1, 0.0, 0.0], [-0.1, 0.0, 0.0], [-0.1, 0.1, 0.0], [0.0, 0.0, 0.1], [0.0, 0.0, 0.1], [-0.1, -0.1, 0.1]],
  "nbo_charge": [-0.243, -0.549, -0.062, -0.423, -0.395, -0.406, -0.390, -0.404, -0.391, -0.922, 1.560, -1.285, -0.995, 0.833, -0.579, -0.573, 0.819, -0.730, -0.525, 0.287, -0.906, -0.906, 0.160, 0.194, 0.162, 0.156, 0.177, 0.221, 0.198, 0.209, 0.205, 0.202, 0.189, 0.197, 0.200, 0.219, 0.205, 0.200, 0.197, 0.238, 0.244, 0.393, 0.391, 0.273, 0.265, 0.248, 0.247, 0.243, 0.213, 0.233, 0.231, 0.216, 0.227, 0.233]
}

Entry 2:
{
  "formula": "C15H32O9S",
  "method": "ωB97M-V/def2-TZVPD",
  "max_force_ev_per_a": 1.4,
  "gap_ev": 8.98,
  "energy_ev": -45334.0567,
  "relative_energy_kcal_mol": 0.0,
  "lumo_ev": 0.2,
  "total_charge": 0,
  "smiles": "O=C1OCC[C@H]1CCCS(=O)(=O)O.COCCOC.COCCOC",
  "elements": ["O", "C", "O", "C", "C", "C", "C", "C", "C", "S", "O", "O", "O", "H", "H", "H", "H", "H", "H", "H", "H", "H", "H", "H", "H", "C", "O", "C", "C", "O", "C", "H", "H", "H", "H", "H", "H", "H", "H", "H", "H", "C", "O", "C", "C", "O", "C", "H", "H", "H", "H", "H", "H", "H", "H", "H", "H"],
  "xyz": [[-2.35066, 0.63482, 0.19374], [-1.95697, 1.48678, -0.54658], [-2.76678, 2.17184, -1.38252], [-1.97802, 2.97814, -2.26937], [-0.68534, 3.27248, -1.46619], [-0.53270, 1.93380, -0.75186], [0.38169, 1.74288, 0.46282], [1.36498, 2.86708, 0.79069], [0.83866, 4.22836, 1.25662], [-0.50529, 4.12835, 2.39961], [-1.66116, 3.58052, 1.77184], [-0.00621, 3.58784, 3.62695], [-0.84645, 5.67123, 2.61803], [-2.53786, 3.90142, -2.40789], [-1.81131, 2.49602, -3.23114], [0.10515, 3.47939, -2.18284], [-0.95517, 4.11078, -0.83170], [-0.16852, 1.26192, -1.54144], [0.99723, 0.87278, 0.25808], [-0.21091, 1.47948, 1.33781], [1.98039, 2.48473, 1.60834], [2.05385, 3.03154, -0.03972], [0.52570, 4.89117, 0.45364], [1.64094, 4.73883, 1.79296], [-0.08342, 6.10560, 3.02797], [-1.94566, -2.29266, 1.11532], [-1.93115, -3.65928, 0.72037], [-2.26808, -4.55895, 1.75951], [-3.70993, -5.01093, 1.67419], [-4.61649, -3.94293, 1.88486], [-5.14478, -3.39866, 0.68914], [-1.92207, -1.68773, 0.21773], [-2.84357, -2.04470, 1.68287], [-1.06215, -2.06422, 1.72348], [-2.07483, -4.10749, 2.73803], [-1.62025, -5.43596, 1.65611], [-3.89442, -5.75276, 2.45792], [-3.89548, -5.48814, 0.70638], [-5.89855, -4.06887, 0.26001], [-4.36269, -3.21473, -0.05038], [-5.61842, -2.45205, 0.94246], [1.92088, -1.27408, -1.40597], [2.81043, -0.20930, -1.10241], [3.87291, -0.59306, -0.24208], [5.15644, -0.84763, -1.00087], [5.04828, -1.95836, -1.87355], [4.81991, -1.60196, -3.22462], [1.30737, -0.95884, -2.24916], [2.45971, -2.18290, -1.67907], [1.26523, -1.48825, -0.55447], [3.59449, -1.47755, 0.33840], [4.03911, 0.23252, 0.45776], [5.94857, -1.07444, -0.28090], [5.45034, 0.04948, -1.55531], [5.73787, -1.21947, -3.68401], [4.03202, -0.85081, -3.31697], [4.51316, -2.50307, -3.75262]],
  "forces_ev_per_a": [[-0.1, 0.1, 0.0], [0.0, -0.1, 0.2], [-0.1, -0.3, -0.4], [0.0, 0.9, 0.8], [-1.0, -0.5, -0.9], [0.6, 0.1, -0.2], [-0.1, 0.1, -0.1], [0.1, -0.3, 0.4], [0.2, 0.1, -0.2], [0.0, -0.3, 0.2], [0.0, 0.1, -0.1], [0.0, 0.0, -0.1], [0.1, 0.1, -0.1], [-0.1, -0.1, -0.3], [0.0, -0.3, 0.1], [0.3, 0.3, 0.3], [0.5, 0.0, 0.2], [0.0, -0.1, 0.0], [0.1, -0.1, 0.1], [-0.1, 0.1, 0.0], [0.1, 0.0, 0.0], [-0.1, 0.1, -0.1], [-0.1, -0.1, -0.1], [0.0, 0.0, 0.0], [-0.1, 0.0, 0.2], [0.1, -0.2, 0.0], [-0.1, 0.1, 0.0], [0.1, 0.0, -0.1], [-0.1, 0.0, 0.1], [0.0, 0.0, 0.0], [0.0, 0.0, 0.0], [0.0, 0.0, -0.1], [0.0, 0.0, 0.0], [0.0, 0.0, 0.0], [0.0, 0.0, 0.0], [0.0, 0.0, 0.0], [0.0, 0.0, 0.0], [0.0, 0.0, 0.0], [0.0, 0.0, 0.0], [0.0, 0.0, 0.0], [0.0, 0.0, 0.0], [0.0, 0.0, 0.0], [0.0, -0.1, -0.1], [-0.1, 0.2, 0.0], [0.1, -0.2, 0.0], [-0.1, 0.0, 0.0], [0.0, 0.0, 0.0], [0.0, 0.0, 0.0], [0.0, 0.0, 0.0], [0.0, 0.0, 0.0], [0.0, 0.0, 0.0], [0.0, 0.0, 0.0], [0.0, 0.0, 0.0], [0.0, 0.0, 0.0], [0.0, 0.0, 0.0], [0.0, 0.0, 0.0], [0.0, 0.0, 0.0]],
  "nbo_charge": [-0.574, 0.812, -0.488, -0.065, -0.425, -0.347, -0.409, -0.403, -0.690, 2.382, -0.923, -0.933, -0.876, 0.195, 0.178, 0.218, 0.216, 0.231, 0.235, 0.240, 0.225, 0.219, 0.241, 0.239, 0.499, -0.256, -0.559, -0.086, -0.087, -0.551, -0.254, 0.205, 0.185, 0.160, 0.173, 0.179, 0.181, 0.170, 0.162, 0.181, 0.194, -0.261, -0.564, -0.089, -0.088, -0.549, -0.254, 0.188, 0.188, 0.176, 0.180, 0.182, 0.187, 0.172, 0.168, 0.176, 0.193]
}

Entry 3:
{
  "formula": "C15H33AlNO4S3",
  "method": "ωB97M-V/def2-TZVPD",
  "max_force_ev_per_a": 2.1,
  "gap_ev": 6.34,
  "energy_ev": -64870.6846,
  "lumo_ev": 2.2,
  "total_charge": -1,
  "elements": ["O", "C", "C", "C", "C", "Al", "C", "C", "C", "C", "C", "N", "H", "H", "H", "H", "H", "H", "H", "H", "H", "H", "H", "H", "H", "H", "H", "C", "S", "O", "C", "H", "H", "H", "H", "H", "H", "C", "S", "O", "C", "H", "H", "H", "H", "H", "H", "C", "S", "O", "C", "H", "H", "H", "H", "H", "H"],
  "xyz": [[3.66951, -0.16647, 0.78134], [2.71872, -0.91378, 0.01479], [1.42182, -0.11930, -0.23367], [1.62616, 1.40429, -0.41915], [1.29646, 2.24578, 0.83251], [-0.71744, 2.60900, 1.04995], [-1.65760, 0.94930, 0.26160], [-1.96275, -0.12747, 1.08865], [-2.54361, -1.25335, 0.55439], [-2.80821, -1.26887, -0.79529], [-2.48076, -0.16494, -1.51843], [-1.92220, 0.94624, -1.05966], [3.28489, -0.11421, 1.66401], [2.43296, -1.77915, 0.63265], [3.16539, -1.30965, -0.89807], [0.90592, -0.49172, -1.12287], [0.78723, -0.25241, 0.64503], [2.66762, 1.56086, -0.73782], [1.01792, 1.72579, -1.27496], [1.67920, 1.73061, 1.72040], [1.75791, 3.23096, 0.69297], [-1.15503, 3.95927, 0.25953], [-1.04126, 2.79105, 2.61955], [-1.72190, -0.10195, 2.14373], [-2.77011, -2.10323, 1.19056], [-3.23953, -2.13027, -1.28931], [-2.67588, -0.20699, -2.59192], [-7.28551, 0.02406, 1.32824], [-5.50714, 0.33107, 1.29028], [-5.14753, 0.90872, 2.60852], [-5.56444, 1.68186, 0.10893], [-7.47504, -0.77368, 2.04408], [-7.81138, 0.92803, 1.63939], [-7.62059, -0.28706, 0.33792], [-6.20146, 2.47976, 0.49357], [-5.94692, 1.31343, -0.84362], [-4.54801, 2.05225, -0.02430], [0.01520, -1.24299, -6.15620], [0.42880, -0.73341, -4.47751], [-0.36558, -1.58270, -3.55716], [-0.38065, 0.86878, -4.55490], [0.39514, -2.25173, -6.30726], [-1.06758, -1.23549, -6.28666], [0.48760, -0.56496, -6.86787], [-1.43725, 0.73550, -4.78904], [0.10390, 1.48249, -5.31557], [-0.28066, 1.34530, -3.57918], [7.35220, -0.74867, 4.13929], [5.91482, -1.05131, 3.09645], [4.79608, -0.25536, 3.65506], [5.66608, -2.75454, 3.62286], [7.65617, 0.28679, 4.00052], [7.09364, -0.91771, 5.18539], [8.16414, -1.41125, 3.83751], [5.51776, -2.78936, 4.70289], [6.53290, -3.35228, 3.33895], [4.77987, -3.13497, 3.11885]],
  "forces_ev_per_a": [[0.1, -0.5, -0.4], [-0.8, 0.0, 0.8], [0.3, 0.6, -0.1], [0.4, -0.1, -0.2], [-0.7, -0.2, -0.7], [0.5, -0.2, -0.1], [0.6, 1.8, 0.8], [-0.1, -0.4, -0.1], [0.1, -0.4, 0.6], [-0.3, -0.9, 0.2], [-0.1, 0.3, -1.7], [-0.2, -0.4, 0.2], [0.3, 0.3, 0.1], [0.1, -0.2, -0.4], [0.3, 0.4, 0.0], [-0.1, -0.4, 0.2], [-0.2, -0.1, -0.2], [0.0, 0.0, 0.0], [-0.1, 0.1, 0.1], [0.2, 0.3, 0.0], [0.2, -0.1, 0.4], [-0.1, 0.0, -0.2], [-0.1, -0.1, 0.2], [0.0, 0.2, 0.0], [-0.1, -0.1, -0.1], [0.0, 0.0, 0.0], [0.0, 0.1, 0.0], [-0.2, 0.1, -0.1], [0.1, -0.1, 0.0], [-0.2, 0.0, 0.1], [0.0, 0.2, -0.1], [0.1, 0.0, 0.0], [0.0, 0.0, 0.0], [0.0, 0.0, 0.0], [0.0, 0.0, 0.1], [0.0, 0.0, 0.0], [0.0, -0.1, 0.0], [-0.1, 0.0, -0.1], [0.1, 0.1, 0.1], [0.0, -0.1, -0.1], [0.0, 0.1, 0.0], [0.0, 0.0, 0.1], [0.0, 0.0, 0.1], [0.0, 0.0, 0.0], [0.0, -0.1, 0.0], [0.0, 0.0, 0.0], [0.0, -0.1, 0.0], [0.0, 0.0, 0.2], [0.0, 0.1, -0.3], [0.0, -0.1, 0.2], [0.0, -0.1, 0.1], [-0.1, 0.0, -0.1], [0.0, 0.0, 0.0], [0.0, 0.0, 0.0], [0.0, 0.1, 0.0], [0.0, 0.0, 0.0], [0.0, 0.1, 0.0]],
  "nbo_charge": [-0.737, -0.056, -0.443, -0.395, -0.933, 1.102, -0.195, -0.283, -0.184, -0.299, 0.027, -0.487, 0.478, 0.142, 0.160, 0.216, 0.203, 0.181, 0.179, 0.188, 0.200, -0.419, -0.419, 0.215, 0.193, 0.199, 0.163, -0.836, 1.277, -0.978, -0.837, 0.229, 0.220, 0.217, 0.220, 0.219, 0.273, -0.835, 1.259, -0.977, -0.839, 0.231, 0.224, 0.219, 0.225, 0.218, 0.276, -0.837, 1.283, -0.979, -0.836, 0.239, 0.224, 0.219, 0.224, 0.219, 0.244]
}